Entry 1:
{
  "formula": "C13H14Br4N3O2Pt",
  "method": "ωB97M-V/def2-TZVPD",
  "gap_ev": [5.7447, 5.9354],
  "energy_ha": -11233.93405,
  "multiplicity": 3,
  "total_charge": -1,
  "max_force_ev_per_a": 0.40,
  "species": ["Pt", "Br", "C", "C", "Br", "C", "Br", "C", "O", "C", "O", "C", "Br", "C", "C", "N", "C", "C", "C", "C", "N", "H", "H", "H", "H", "H", "H", "H", "H", "H", "H", "H", "H", "H", "H", "N", "C"],
  "coordinates": [[-0.0993, 1.3255, 2.0595], [-2.2966, -5.2440, 3.8382], [-1.7983, -3.4315, 3.9757], [-1.8946, -2.7641, 5.2417], [-2.5553, -3.7065, 6.7372], [-1.5218, -1.4556, 5.3665], [-1.6173, -0.5112, 6.9864], [-1.0261, -0.6937, 4.2405], [-0.6758, 0.4922, 4.3207], [-0.9455, -1.3865, 2.9416], [-0.5201, -0.7591, 1.9364], [-1.3405, -2.7598, 2.8705], [-1.1963, -3.5690, 1.1720], [3.0629, 1.0830, -2.4054], [1.8334, 1.9608, -2.6267], [0.5671, 1.2604, -2.4951], [-0.1354, 0.9021, -3.7149], [0.4173, -0.3359, -4.4135], [0.1241, 0.8849, -1.2439], [-1.1444, 0.0774, -1.1650], [0.7099, 1.1957, -0.1494], [3.9736, 1.6797, -2.4881], [3.1069, 0.2842, -3.1475], [3.0483, 0.6209, -1.4188], [1.8608, 2.3807, -3.6334], [1.8484, 2.8124, -1.9410], [-0.0787, 1.7579, -4.3925], [-1.1892, 0.7635, -3.4903], [1.4363, -0.1671, -4.7681], [-0.1992, -0.5990, -5.2765], [0.4354, -1.1867, -3.7299], [-1.1370, -0.7669, -1.8567], [-2.0080, 0.7054, -1.3977], [-1.2467, -0.2932, -0.1500], [1.5269, 1.7851, -0.2520], [0.4288, 4.4019, 2.2660], [0.2458, 3.2561, 2.2034]],
  "atomic_forces_ev_per_a": [[0.289, 0.196, -0.195], [-0.018, -0.039, -0.010], [-0.014, 0.102, 0.241], [-0.012, -0.186, -0.251], [-0.002, -0.016, 0.031], [0.105, 0.130, -0.185], [-0.006, 0.009, 0.051], [-0.096, -0.277, 0.024], [-0.081, 0.058, 0.106], [-0.067, -0.225, 0.134], [-0.054, -0.051, -0.023], [0.061, 0.248, 0.045], [-0.001, 0.021, 0.018], [0.014, -0.036, -0.021], [-0.021, 0.013, -0.043], [-0.012, -0.068, 0.103], [0.046, 0.037, 0.021], [0.033, -0.040, -0.014], [-0.098, -0.008, -0.129], [0.037, 0.022, -0.010], [-0.022, -0.008, 0.070], [-0.018, -0.004, 0.003], [0.006, 0.019, 0.018], [-0.009, 0.003, 0.000], [0.009, 0.023, -0.011], [0.000, 0.015, 0.014], [-0.022, 0.023, -0.025], [-0.017, -0.013, 0.014], [-0.028, -0.006, 0.021], [0.017, 0.019, 0.020], [-0.010, 0.011, -0.015], [0.013, 0.012, 0.018], [0.023, -0.004, -0.002], [0.006, 0.002, 0.001], [-0.007, 0.020, 0.026], [0.065, -0.100, -0.066], [-0.112, 0.098, 0.020]],
  "mulliken_spin": [0.8982, 0.0112, 0.0838, 0.0370, 0.0066, 0.0797, 0.0067, 0.1014, 0.2782, 0.1112, 0.2104, 0.0261, 0.0022, -0.0036, 0.0063, 0.0129, 0.0007, -0.0002, -0.0021, 0.0057, 0.0692, 0.0000, 0.0002, 0.0007, -0.0001, 0.0017, 0.0002, -0.0001, 0.0001, 0.0000, 0.0000, 0.0007, -0.0004, -0.0078, -0.0113, 0.0068, 0.0678]
}

Entry 2:
{
  "formula": "C5H10B",
  "method": "ωB97M-V/def2-TZVPD",
  "gap_ev": 8.2247,
  "energy_ha": -221.22580,
  "total_charge": -1,
  "max_force_ev_per_a": 6.72,
  "species": ["B", "C", "C", "C", "C", "C", "H", "H", "H", "H", "H", "H", "H", "H", "H", "H"],
  "coordinates": [[-0.6424, -1.0693, -2.2648], [0.4017, -0.8712, -0.9851], [-0.0825, 0.4159, -0.0910], [1.0359, 0.8629, 1.0144], [0.3031, 1.0588, 2.4643], [-0.4943, 1.1014, 3.5252], [-0.5758, -2.1786, -2.7161], [-1.7901, -0.9337, -1.9329], [-0.4071, -0.2459, -3.1127], [0.2752, -1.7995, -0.3156], [1.4840, -0.6754, -1.3250], [-1.0350, 0.1205, 0.5134], [-0.3495, 1.2449, -0.8413], [1.8015, 0.0061, 1.1641], [1.5479, 1.8715, 0.7594], [-1.4561, 1.1099, 4.1722]],
  "atomic_forces_ev_per_a": [[0.542, 0.175, 0.446], [-0.632, 0.844, 1.222], [0.066, -1.015, 0.086], [-0.775, 0.251, 1.539], [-4.366, -0.079, 4.314], [3.118, -0.273, -5.948], [0.284, -0.634, -0.350], [-0.602, 0.184, 0.446], [0.162, 0.418, -0.498], [0.795, 1.261, -0.712], [-1.347, -0.539, 0.669], [1.621, 0.573, -1.310], [0.481, -0.949, 1.396], [-1.190, 1.598, -0.354], [-0.697, -1.840, 0.440], [2.540, 0.025, -1.384]],
  "lowdin_charge": [-0.5370, -0.3172, -0.2560, -0.2133, -0.1340, -0.0093, -0.0406, -0.0305, -0.0322, 0.0725, 0.0723, 0.1047, 0.0985, 0.1000, 0.0963, 0.0258]
}

Entry 3:
{
  "formula": "CH4NOP",
  "method": "ωB97M-V/def2-TZVPD",
  "gap_ev": 9.4044,
  "energy_ha": -511.81532,
  "smiles": "CNP=O",
  "max_force_ev_per_a": 7.77,
  "species": ["C", "N", "P", "O", "H", "H", "H", "H"],
  "coordinates": [[-0.0848, -0.3670, 0.0675], [-0.7549, 0.8269, 0.4379], [-0.5697, 1.6937, 1.8753], [-1.2957, 3.2322, 1.9078], [-0.4395, -1.3828, 0.5201], [-0.3059, -0.6723, -1.0270], [1.0266, -0.2625, 0.1903], [-1.3194, 1.2583, -0.1946]],
  "atomic_forces_ev_per_a": [[0.683, -3.426, -1.644], [0.699, 0.789, 3.295], [-2.422, 5.619, 0.203], [2.935, -7.140, -0.882], [0.517, 2.075, 0.140], [0.555, 1.189, 1.466], [-1.070, -0.328, -0.127], [-1.895, 1.222, -2.451]],
  "lowdin_charge": [-0.2259, -0.3527, 0.8870, -0.6157, 0.0982, 0.1022, 0.0772, 0.0297]
}

Entry 4:
{
  "formula": "C7H17BBrClFInOP2",
  "method": "ωB97M-V/def2-TZVPD",
  "gap_ev": 4.7156,
  "energy_ha": -4383.29140,
  "total_charge": 2,
  "max_force_ev_per_a": 2.75,
  "species": ["C", "C", "P", "C", "C", "B", "F", "C", "C", "C", "Br", "P", "O", "Cl", "H", "H", "H", "H", "H", "H", "H", "H", "H", "H", "H", "H", "H", "H", "H", "H", "H", "In"],
  "coordinates": [[2.4306, -1.7569, 0.1199], [2.6355, -0.5116, -0.8104], [1.5639, 0.9293, -0.3794], [2.1205, 1.7431, 1.1942], [1.1363, 1.5566, 2.3905], [-0.2961, 0.6058, -0.4988], [-1.0049, 1.7219, 0.0994], [-0.8128, -0.7876, 0.1755], [-2.3575, -0.8649, 0.3442], [-3.1203, -1.5512, -0.8334], [-2.7942, -1.8817, 1.9933], [-0.9527, 0.5926, -2.3897], [-1.0746, 2.2205, -2.7725], [0.5170, -0.1098, -3.6671], [2.3185, -1.5113, 1.1796], [3.3502, -2.3508, 0.0212], [1.6307, -2.4038, -0.2493], [3.6748, -0.1752, -0.6702], [2.5653, -0.8399, -1.8526], [3.0909, 1.2944, 1.4633], [2.2844, 2.8207, 1.0572], [1.6931, 1.8514, 3.2897], [0.3065, 2.2545, 2.2527], [0.7821, 0.5339, 2.5319], [-0.5018, -1.6461, -0.4397], [-0.3813, -0.9493, 1.1687], [-2.8242, 0.1383, 0.5085], [-2.4526, -2.1133, -1.4882], [-3.9312, -2.1816, -0.4600], [-3.6081, -0.7528, -1.4275], [-1.8667, 2.5117, -2.3222], [-4.1214, 1.6131, 0.4713]],
  "atomic_forces_ev_per_a": [[0.101, -0.016, -0.297], [0.864, 0.274, 0.123], [-0.668, -2.254, 1.434], [0.251, 0.412, 0.241], [0.029, 0.388, -0.615], [0.511, 1.096, 2.252], [0.065, -0.378, -0.570], [-0.273, -0.713, -0.186], [-0.186, -1.081, -0.496], [-0.235, 1.015, 0.351], [0.230, 0.611, -0.354], [0.094, 1.294, -2.363], [0.864, -2.100, 0.132], [-0.841, 0.515, 0.757], [-0.138, -0.044, -0.196], [-0.147, 0.259, 0.048], [-0.059, 0.298, 0.295], [-0.325, 0.132, -0.093], [-0.298, 0.380, 0.111], [-0.139, 0.070, -0.591], [0.088, -0.262, -0.119], [-0.096, -0.047, -0.232], [-0.027, -0.330, 0.237], [0.041, 0.137, -0.111], [-0.148, 0.116, 0.242], [0.161, 0.297, -0.268], [1.305, -1.236, 0.161], [-0.151, 0.005, 0.147], [0.278, -0.035, -0.134], [0.245, -0.394, -0.125], [-0.480, 0.608, 0.050], [-0.916, 0.985, 0.168]],
  "lowdin_charge": [-0.0883, -0.3459, 1.3194, -0.3101, -0.0958, -1.0664, -0.0898, -0.2131, -0.7983, -0.1437, 0.7674, 0.7433, -0.2966, 0.3378, 0.0817, 0.1021, 0.0757, 0.0954, 0.0618, 0.1040, 0.1048, 0.1041, 0.0781, 0.0722, 0.1047, 0.0681, -0.2054, 0.0893, 0.0685, 0.0527, 0.0362, 1.1861]
}

Entry 5:
{
  "formula": "H7O3",
  "method": "ωB97M-V/def2-TZVPD",
  "gap_ev": 13.9304,
  "energy_ha": -229.65727,
  "total_charge": 1,
  "max_force_ev_per_a": 1.56,
  "species": ["O", "H", "H", "O", "H", "H", "O", "H", "H", "H"],
  "coordinates": [[2.1483, 0.0564, -0.5291], [2.2799, 0.8146, -1.1158], [3.0455, -0.2594, -0.3650], [-2.0831, 0.6116, 0.2899], [-2.5215, 1.0403, 1.0112], [-2.6928, 0.6687, -0.4210], [0.0184, -0.7146, 0.5273], [-0.8937, -0.2530, 0.2901], [0.8469, -0.3334, 0.0270], [-0.1478, -1.6311, 0.2855]],
  "atomic_forces_ev_per_a": [[0.350, 0.444, -0.451], [-0.287, -0.035, 0.050], [-0.135, -0.286, 0.285], [0.895, -0.391, 0.027], [-0.152, 0.342, 1.048], [-0.833, -0.026, -1.318], [-0.934, 0.228, -0.484], [0.526, 0.577, 0.640], [0.108, -0.245, 0.185], [0.463, -0.607, 0.018]],
  "lowdin_charge": [0.0239, 0.1085, 0.1094, 0.0562, 0.0980, 0.0847, 0.1958, 0.0900, 0.0810, 0.1525]
}